Entry from the OMol25 dataset: a 9-piece molecular cluster, C56H116F9N6O8 overall (wB97M-V/def2-TZVPD).

Properties
- LUMO energy: -6.9 eV
- DFT total energy: -4031.46019 Eh
- Gap between HOMO and LUMO: 4.806 eV
- Charge: +3
- HOMO level: -11.691 eV
- Max |F|: 0.0940 Eh/bohr

Last column: Mulliken charge in e.
Cartesian coordinates (Å):
C 1.888 -6.144 -1.347  -1.432
C 1.852 -4.757 -1.857  0.715
O 2.698 -3.917 -1.602  -0.537
N 0.767 -4.495 -2.659  -0.014
H 0.397 -5.376 -2.869  0.263
H -1.408 -3.572 -1.643  0.362
C 0.825 -3.431 -3.633  -0.020
H 2.942 -6.280 -1.565  0.317
H 1.150 -6.864 -1.720  0.390
H 1.725 -6.010 -0.278  0.276
H 1.743 -2.963 -3.430  0.285
H 0.023 -2.708 -3.515  -0.790
H 0.861 -3.965 -4.555  0.696
C -0.312 7.804 3.524  -1.491
C -1.416 7.119 2.719  0.157
C -2.398 6.582 3.738  -0.932
N -3.779 6.105 3.295  0.114
C -4.729 7.174 2.885  -0.864
C -4.311 5.296 4.440  -0.586
C -3.513 3.969 4.329  -0.769
C -2.843 3.964 2.925  -0.096
C -3.591 5.084 2.151  -0.962
H -0.038 7.238 4.399  0.358
H -0.772 8.720 3.915  0.411
H 0.593 8.051 2.975  0.395
H -1.113 6.389 1.967  0.028
H -1.924 7.873 2.092  0.241
H -2.568 7.376 4.482  0.494
H -1.909 5.833 4.365  0.447
H -5.629 6.765 2.383  0.364
H -4.265 7.922 2.205  0.304
H -5.071 7.723 3.782  0.378
H -5.378 5.184 4.293  0.409
H -4.084 5.874 5.313  0.349
H -4.172 3.099 4.440  0.450
H -2.765 3.875 5.140  0.258
H -3.069 3.010 2.438  0.799
H -1.774 4.131 2.915  -0.240
H -4.586 4.799 1.854  0.503
H -2.897 5.535 1.429  0.518
C -3.680 -8.111 5.585  -1.270
C -3.400 -6.600 5.453  -0.263
C -4.734 -5.874 5.111  -1.102
N -4.607 -4.338 5.136  0.497
C -3.593 -3.740 4.185  -1.471
C -6.016 -3.854 4.761  -0.500
C -6.538 -3.212 6.113  -0.512
C -5.279 -2.772 6.834  -0.637
C -4.360 -3.982 6.607  -0.720
H -3.931 -8.528 4.590  0.329
H -4.556 -8.363 6.287  0.305
H -2.757 -8.540 5.947  0.387
H -2.720 -6.454 4.584  0.273
H -2.916 -6.252 6.366  0.407
H -5.513 -6.079 5.797  0.607
H -5.019 -6.215 4.115  0.470
H -3.633 -2.671 4.262  0.493
H -3.902 -3.935 3.160  0.527
H -2.626 -4.106 4.487  0.396
H -5.916 -3.022 4.090  0.338
H -6.599 -4.649 4.382  0.309
H -7.232 -2.373 5.855  0.349
H -7.052 -3.877 6.807  0.309
H -4.683 -1.938 6.400  0.288
H -5.493 -2.532 7.883  0.397
H -3.284 -3.763 6.770  0.304
H -4.663 -4.838 7.191  0.489
C -1.388 3.195 -1.148  -1.865
C 0.082 2.646 -1.184  2.380
C 0.981 3.796 -0.673  -1.706
N 2.361 3.984 -1.316  0.777
C 3.086 2.685 -1.216  -0.530
C 3.127 5.152 -0.769  -0.514
C 3.932 5.684 -1.986  -0.456
C 3.588 4.806 -3.204  -0.795
C 2.195 4.312 -2.826  -0.509
H -1.677 3.658 -0.193  0.270
H -2.173 2.499 -1.435  0.278
H -1.534 4.031 -1.832  0.559
H 0.237 2.303 -2.224  -0.480
H 0.135 1.762 -0.539  -0.606
H 1.240 3.588 0.373  0.544
H 0.531 4.789 -0.710  0.592
H 2.462 1.898 -1.656  -0.376
H 3.198 2.378 -0.190  0.131
H 4.041 2.766 -1.760  0.463
H 3.694 4.855 0.113  0.289
H 2.324 5.877 -0.425  0.281
H 4.982 5.566 -1.861  0.338
H 3.526 6.652 -2.263  0.329
H 4.278 3.983 -3.336  0.276
H 3.560 5.357 -4.143  0.521
H 1.765 3.507 -3.395  0.244
H 1.452 5.135 -2.793  0.492
C -4.779 0.825 -3.933  -1.365
C -4.988 -0.082 -5.131  -0.153
C -4.659 -1.508 -4.668  -0.667
N -4.186 -2.541 -5.737  0.477
C -5.246 -2.784 -6.801  -0.909
C -3.840 -3.827 -4.977  -0.399
C -2.547 -4.373 -5.546  0.037
C -2.238 -3.441 -6.730  -0.942
C -2.846 -2.106 -6.253  -0.039
H -3.713 1.039 -3.895  0.239
H -5.038 0.243 -3.061  0.321
H -5.346 1.714 -4.016  0.495
H -4.232 0.190 -5.924  0.158
H -6.007 -0.040 -5.491  0.444
H -5.524 -1.890 -4.136  0.777
H -3.911 -1.522 -3.896  -0.248
H -6.160 -3.238 -6.381  0.312
H -4.910 -3.514 -7.536  0.397
H -5.465 -1.858 -7.341  0.353
H -4.706 -4.513 -4.956  0.427
H -3.755 -3.583 -3.889  0.141
H -2.580 -5.399 -5.882  0.496
H -1.776 -4.327 -4.807  -0.414
H -2.698 -3.837 -7.654  0.344
H -1.175 -3.389 -6.872  0.530
H -2.940 -1.385 -7.049  0.578
H -2.367 -1.638 -5.416  -0.859
C 7.272 -0.859 -2.407  -0.601
C 8.222 -0.701 -1.128  0.984
C 7.884 0.609 -0.378  -1.405
C 6.379 0.598 0.131  0.699
C 6.108 -0.490 1.164  -1.077
C 6.545 -1.858 0.709  1.909
N 7.867 -1.874 -0.159  0.924
O 8.662 -2.785 0.022  -0.398
C 5.527 -2.521 -0.255  -1.645
C 6.902 -2.771 1.882  -1.846
C 9.687 -0.766 -1.418  -1.843
H 7.399 -1.723 -3.160  0.314
H 7.412 0.081 -2.938  0.356
H 6.209 -0.912 -2.065  -0.239
H 7.910 1.326 -1.211  0.502
H 8.603 0.856 0.355  0.474
H 5.769 0.397 -0.720  -0.605
H 6.212 1.605 0.526  0.487
H 5.019 -0.538 1.374  0.129
H 6.599 -0.399 2.167  0.431
H 4.927 -1.827 -0.894  -0.093
H 4.718 -2.928 0.350  0.601
H 5.898 -3.359 -0.847  0.377
H 6.283 -2.581 2.743  0.376
H 7.910 -2.532 2.266  0.490
H 6.963 -3.758 1.536  0.495
H 10.065 0.086 -2.042  0.352
H 10.097 -1.630 -1.902  0.416
H 10.318 -0.682 -0.534  0.455
C -0.472 -0.369 -4.508  1.865
O 0.931 -0.709 -4.482  -0.409
O -0.912 0.459 -3.551  -0.607
C -0.670 0.172 -5.908  0.628
F 0.161 1.173 -6.188  -0.269
F -0.309 -0.827 -6.886  -0.340
F -1.926 0.549 -6.291  -0.239
C 1.857 0.108 -3.772  1.261
C 2.947 -0.712 -3.172  -0.053
H 3.273 -0.163 -2.282  -0.621
H 2.473 -1.622 -2.780  -0.837
H 3.748 -0.912 -3.822  0.900
H 1.307 0.624 -3.008  -1.120
H 2.311 0.824 -4.524  0.273
H -0.986 -1.420 -4.360  -1.381
C 3.097 1.248 3.203  -0.722
O 1.945 2.052 3.266  0.102
O 3.172 0.475 2.100  -0.640
C 4.326 2.120 3.256  0.992
F 4.737 2.676 2.051  -0.258
F 4.224 3.257 3.974  -0.298
F 5.445 1.413 3.736  -0.300
C 1.583 2.515 4.614  -0.618
C 0.309 3.330 4.497  -0.649
H 0.506 4.084 3.709  0.070
H -0.539 2.694 4.204  0.207
H 0.104 3.879 5.460  0.323
H 2.300 3.249 5.016  0.322
H 1.391 1.718 5.315  0.338
H 3.136 0.624 4.100  0.145
C -1.908 -1.982 -1.174  0.438
O -0.591 -1.972 -0.806  -0.169
O -2.177 -3.151 -1.849  -0.435
C -2.811 -1.791 0.145  0.518
F -2.484 -2.768 1.037  -0.320
F -2.629 -0.632 0.682  -0.203
F -4.103 -1.900 -0.123  -0.306
C -0.107 -0.801 -0.056  -0.889
C 1.328 -1.158 -0.182  0.723
H 1.443 -1.584 -1.196  -0.758
H 1.952 -0.350 0.199  0.151
H 1.442 -2.008 0.521  0.421
H -0.381 -0.930 1.039  0.084
H -0.526 0.078 -0.517  0.528
H -2.106 -1.096 -1.763  0.133

Entry from the OMol25 dataset: a 12-piece molecular cluster, C56H124N4O8 overall (wB97M-V/def2-TZVPD).

Properties
- SMILES: CCN(CC)CC.CCN(CC)CC.CCN(CC)CC.CCN(CC)CC.C1CCOC1.C1CCOC1.C1CCOC1.C1CCOC1.C1CCOC1.C1CCOC1.C1CCOC1.C1CCOC1
- LUMO energy: 0.5 eV
- Energy above the lowest of the compared OMol25 structures with the same formula, charge and spin: 3.4119 eV
- DFT total energy: -3028.64103 Eh
- Gap between HOMO and LUMO: 8.575 eV
- HOMO level: -8.116 eV
- Max |F|: 0.0659 Eh/bohr

Last column: Mulliken charge in e.
Cartesian coordinates (Å):
C -23.836 0.683 -13.063  -0.792
C -23.979 -0.820 -13.162  -0.094
C -23.165 -1.016 -14.509  0.658
O -22.012 -0.189 -14.238  -0.377
C -22.361 0.925 -13.380  -0.589
H -24.054 1.071 -12.068  0.361
H -24.418 1.236 -13.800  0.306
H -25.049 -1.018 -13.111  0.153
H -23.468 -1.377 -12.376  -0.002
H -23.687 -0.656 -15.396  0.173
H -22.967 -2.088 -14.487  -0.411
H -22.248 1.913 -13.826  0.302
H -21.917 0.839 -12.388  0.327
C -21.304 -3.840 -18.033  0.333
C -21.224 -2.390 -17.488  0.018
C -20.080 -2.389 -16.518  -0.059
O -19.421 -3.617 -16.748  -0.496
C -20.322 -4.611 -17.172  0.518
H -21.075 -4.007 -19.086  0.381
H -22.326 -4.200 -17.921  -0.587
H -22.135 -2.115 -16.958  -0.308
H -21.184 -1.810 -18.410  0.374
H -20.323 -2.195 -15.473  -0.091
H -19.379 -1.591 -16.765  0.308
H -20.766 -5.164 -16.345  -0.590
H -19.723 -5.285 -17.785  0.364
C -30.355 -5.284 -8.298  -0.600
C -30.293 -6.401 -7.229  -0.697
C -28.877 -6.858 -7.389  -0.389
O -28.636 -6.656 -8.787  -0.322
C -29.559 -5.781 -9.458  1.079
H -30.028 -4.300 -7.960  0.295
H -31.367 -5.118 -8.665  0.210
H -30.998 -7.144 -7.601  0.274
H -30.523 -6.133 -6.198  0.369
H -28.593 -7.877 -7.124  0.302
H -28.181 -6.214 -6.851  0.219
H -30.159 -6.438 -10.088  -0.240
H -29.136 -5.009 -10.100  -0.459
C -24.954 -3.162 -18.622  0.174
C -26.380 -2.762 -18.781  -1.253
C -27.205 -3.615 -17.859  0.309
O -26.288 -4.718 -17.502  -0.182
C -25.142 -4.710 -18.369  -0.450
H -24.595 -2.697 -17.704  -0.214
H -24.386 -3.109 -19.551  0.484
H -26.699 -3.038 -19.787  0.333
H -26.690 -1.717 -18.751  0.464
H -28.054 -3.974 -18.441  -0.333
H -27.556 -3.053 -16.993  0.358
H -25.375 -5.248 -19.288  0.229
H -24.350 -5.175 -17.783  0.111
C -20.622 -4.472 -11.353  -0.479
C -19.449 -4.944 -12.128  0.390
C -19.238 -3.843 -13.152  -0.192
O -20.138 -2.792 -12.938  -0.313
C -20.652 -2.967 -11.646  -0.397
H -20.389 -4.664 -10.305  0.387
H -21.507 -5.062 -11.591  0.029
H -19.742 -5.816 -12.713  -0.620
H -18.486 -5.126 -11.651  0.466
H -19.289 -4.216 -14.174  -0.118
H -18.214 -3.479 -13.066  0.302
H -21.655 -2.570 -11.488  0.059
H -20.054 -2.421 -10.917  0.366
C -25.145 -10.242 -15.498  -0.071
C -25.007 -11.544 -16.237  -0.641
C -25.853 -12.402 -15.324  -0.416
O -26.972 -11.566 -15.008  -0.484
C -26.640 -10.204 -15.066  0.044
H -24.963 -9.278 -15.974  0.287
H -24.502 -10.201 -14.618  -0.054
H -24.015 -11.986 -16.325  0.329
H -25.322 -11.487 -17.279  0.287
H -25.281 -12.650 -14.430  0.168
H -26.082 -13.369 -15.771  0.377
H -26.805 -9.506 -14.246  -0.126
H -27.202 -9.851 -15.930  0.325
C -31.471 -6.730 -18.520  -0.724
C -30.907 -5.291 -18.216  -0.670
C -30.182 -5.609 -16.938  0.422
O -29.735 -6.995 -17.043  -0.320
C -30.334 -7.695 -18.127  -0.460
H -31.796 -6.886 -19.549  0.381
H -32.292 -6.933 -17.833  0.287
H -31.703 -4.549 -18.150  0.395
H -30.089 -5.010 -18.880  0.270
H -30.944 -5.579 -16.159  -0.142
H -29.403 -4.886 -16.694  -0.021
H -30.696 -8.679 -17.826  0.269
H -29.635 -7.864 -18.946  0.303
C -19.352 -7.637 -15.421  0.383
C -18.074 -8.407 -15.714  -0.719
C -18.584 -9.807 -15.674  -0.537
O -19.562 -9.829 -14.664  -0.443
C -19.972 -8.460 -14.306  0.156
H -20.038 -7.570 -16.266  0.065
H -19.126 -6.623 -15.092  -0.195
H -17.226 -8.237 -15.052  0.341
H -17.733 -8.209 -16.730  0.313
H -17.841 -10.590 -15.517  0.340
H -19.205 -9.942 -16.560  0.262
H -19.477 -8.046 -13.428  0.151
H -21.044 -8.353 -14.139  -0.053
C -25.118 -8.025 -9.074  -1.331
C -24.422 -8.951 -10.141  0.132
N -24.916 -10.307 -10.234  0.022
C -26.245 -10.361 -10.852  0.330
C -26.959 -11.772 -10.725  -1.520
C -23.927 -11.214 -10.935  -0.042
C -22.596 -11.420 -10.018  -1.460
H -26.203 -7.952 -9.136  0.133
H -24.711 -7.015 -9.024  0.340
H -24.879 -8.241 -8.032  0.409
H -24.655 -8.428 -11.068  -0.169
H -23.339 -8.829 -10.113  0.475
H -26.888 -9.642 -10.345  0.252
H -26.287 -10.121 -11.915  -0.150
H -27.083 -12.046 -9.677  0.383
H -27.940 -11.815 -11.198  0.413
H -26.345 -12.530 -11.213  0.318
H -23.677 -11.067 -11.986  0.017
H -24.265 -12.250 -10.936  0.326
H -21.816 -10.664 -10.105  0.345
H -22.071 -12.258 -10.476  0.492
H -22.758 -11.728 -8.985  0.299
C -24.383 -3.552 -7.240  -0.821
C -25.667 -2.684 -7.044  -0.833
N -25.539 -1.546 -6.131  0.101
C -24.532 -0.564 -6.464  -0.430
C -24.829 -0.071 -7.929  -1.289
C -25.377 -2.098 -4.792  -0.598
C -25.687 -1.083 -3.705  -1.292
H -24.235 -4.303 -6.464  0.334
H -23.505 -2.908 -7.283  0.246
H -24.446 -4.136 -8.158  0.129
H -25.855 -2.272 -8.035  0.219
H -26.543 -3.296 -6.829  0.554
H -24.652 0.339 -5.866  0.449
H -23.495 -0.876 -6.339  0.370
H -25.856 0.259 -8.085  0.358
H -24.262 0.857 -8.007  0.432
H -24.646 -0.762 -8.752  0.215
H -24.393 -2.537 -4.623  0.352
H -25.949 -3.016 -4.654  0.489
H -24.802 -0.459 -3.836  0.323
H -25.633 -1.485 -2.693  0.395
H -26.603 -0.498 -3.786  0.295
C -30.379 -2.093 -10.210  -1.137
C -30.309 -2.738 -11.649  -0.282
N -31.078 -4.002 -11.729  0.738
C -30.599 -4.819 -12.849  0.133
C -31.330 -6.134 -13.009  -1.775
C -32.498 -3.901 -11.564  -0.896
C -33.148 -3.025 -12.642  -1.281
H -31.341 -1.706 -9.873  0.382
H -29.794 -1.180 -10.097  0.440
H -29.938 -2.816 -9.523  -0.021
H -30.624 -2.087 -12.464  0.524
H -29.295 -3.075 -11.863  -0.084
H -30.773 -4.268 -13.773  0.547
H -29.511 -4.858 -12.788  -0.321
H -31.670 -6.515 -12.047  0.495
H -32.208 -6.167 -13.654  0.344
H -30.638 -6.844 -13.462  0.346
H -32.651 -3.469 -10.575  0.468
H -33.109 -4.799 -11.473  0.495
H -32.945 -1.954 -12.657  0.294
H -34.219 -2.927 -12.463  0.433
H -32.926 -3.584 -13.551  0.217
C -23.256 -6.609 -14.176  -0.799
C -24.157 -5.398 -14.143  0.399
N -25.149 -5.500 -13.105  0.754
C -25.675 -4.103 -12.906  0.777
C -26.086 -4.017 -11.417  -1.363
C -26.263 -6.442 -13.361  -0.589
C -27.125 -6.288 -14.641  -1.078
H -22.700 -6.575 -15.113  0.219
H -23.829 -7.528 -14.295  -0.133
H -22.600 -6.643 -13.306  0.070
H -23.390 -4.647 -13.954  -0.196
H -24.696 -5.143 -15.056  0.136
H -26.562 -3.838 -13.481  0.052
H -24.894 -3.355 -13.042  -0.532
H -26.606 -3.067 -11.292  0.497
H -25.238 -4.045 -10.733  0.293
H -26.865 -4.703 -11.086  0.046
H -25.820 -7.437 -13.407  -0.264
H -26.813 -6.483 -12.421  0.518
H -27.842 -7.101 -14.756  0.596
H -27.727 -5.386 -14.744  -0.067
H -26.544 -6.362 -15.560  0.384

Question: Look up the DFT total energy of the first one.
Answer: -4031.46019 Eh

Question: The lowest max |F| belongs to which entry?
Answer: C56H124N4O8